Entry A
A 2-piece molecular cluster, C44H57BFN2 overall, computed with ωB97M-V/def2-TZVPD.

Total charge   +1
Gap between HOMO and LUMO   0.1525 Ha
HOMO level   -0.371 hartree

CARTESIAN COORDINATES (ANGSTROEM)
C (2.942, 3.409, 2.506)
C (2.146, 4.420, 3.310)
C (2.992, 4.681, 4.568)
C (2.038, 5.755, 2.571)
C (0.720, 3.907, 3.689)
C (0.314, 4.287, 4.975)
C (-0.737, 3.656, 5.629)
C (-1.591, 2.867, 4.883)
C (-1.469, 2.847, 3.480)
C (-2.850, 2.680, 2.792)
C (-2.807, 2.795, 1.285)
C (-3.787, 3.789, 3.298)
C (-3.465, 1.336, 3.198)
C (-0.201, 3.134, 2.895)
N (0.142, 2.708, 1.546)
C (0.243, 1.439, 1.017)
B (-0.318, 0.046, 1.443)
H (-0.299, -0.911, 0.537)
N (0.787, 1.561, -0.248)
C (0.994, 0.466, -1.175)
C (0.113, 0.299, -2.286)
C (-0.916, 1.345, -2.797)
C (-1.863, 0.756, -3.846)
C (-0.197, 2.504, -3.479)
C (-1.814, 1.833, -1.669)
C (0.117, -0.934, -2.939)
C (0.848, -2.003, -2.450)
C (1.779, -1.816, -1.452)
C (1.927, -0.557, -0.859)
C (3.133, -0.509, 0.104)
C (2.919, -1.525, 1.229)
C (3.389, 0.841, 0.722)
C (4.390, -0.903, -0.679)
C (1.017, 2.910, -0.495)
C (0.499, 3.613, 0.531)
H (2.551, 3.307, 1.494)
H (3.988, 3.737, 2.408)
H (2.942, 2.430, 3.001)
H (2.660, 5.566, 5.120)
H (2.989, 3.814, 5.237)
H (4.035, 4.872, 4.285)
H (1.394, 6.442, 3.137)
H (3.031, 6.216, 2.475)
H (1.617, 5.639, 1.571)
H (0.856, 5.051, 5.532)
H (-0.907, 3.824, 6.692)
H (-2.424, 2.368, 5.377)
H (-3.828, 2.688, 0.882)
H (-2.202, 1.997, 0.860)
H (-2.417, 3.769, 0.963)
H (-3.967, 3.711, 4.377)
H (-3.354, 4.776, 3.088)
H (-4.756, 3.721, 2.787)
H (-3.673, 1.306, 4.274)
H (-4.421, 1.200, 2.673)
H (-2.805, 0.501, 2.945)
H (0.306, -0.298, 2.448)
H (-1.512, 0.172, 1.747)
H (-2.398, -0.121, -3.466)
H (-2.615, 1.508, -4.116)
H (-1.332, 0.493, -4.768)
H (0.398, 3.085, -2.776)
H (0.472, 2.111, -4.255)
H (-0.936, 3.169, -3.944)
H (-1.296, 2.553, -1.035)
H (-2.694, 2.352, -2.081)
H (-2.173, 0.997, -1.055)
H (-0.478, -1.096, -3.837)
H (0.708, -2.986, -2.876)
H (2.416, -2.648, -1.145)
H (2.944, -2.553, 0.851)
H (3.725, -1.420, 1.969)
H (1.962, -1.358, 1.733)
H (3.579, 1.612, -0.033)
H (2.536, 1.114, 1.344)
H (4.270, 0.779, 1.379)
H (4.553, -0.193, -1.499)
H (5.259, -0.873, -0.011)
H (4.316, -1.911, -1.101)
H (1.568, 3.257, -1.354)
H (0.332, 4.672, 0.623)
F (-1.033, -5.204, -7.836)
C (-0.962, -4.985, -6.479)
C (0.266, -4.631, -5.928)
C (0.376, -4.586, -4.542)
C (-0.711, -4.948, -3.691)
C (-0.545, -5.196, -2.278)
C (-0.981, -6.410, -1.690)
C (-0.853, -6.620, -0.282)
C (-1.278, -7.805, 0.303)
C (-1.854, -8.829, -0.469)
C (-1.976, -8.657, -1.854)
C (-1.517, -7.494, -2.465)
C (-1.975, -5.167, -4.325)
C (-2.105, -5.193, -5.705)
H (1.121, -4.407, -6.566)
H (1.334, -4.314, -4.098)
H (0.045, -4.522, -1.656)
H (-0.425, -5.817, 0.323)
H (-1.181, -7.939, 1.380)
H (-2.204, -9.759, -0.004)
H (-2.423, -9.440, -2.472)
H (-1.554, -7.403, -3.551)
H (-2.851, -5.358, -3.703)
H (-3.070, -5.393, -6.167)

Atom charges from the Löwdin analysis, given in e for atoms 1 to 4: -0.063 -0.529 -0.077 -0.037



Entry B
A 2-piece molecular cluster, C44H57BFN2 overall, computed with ωB97M-V/def2-TZVPD.

Total charge   +1
Gap between HOMO and LUMO   0.1527 Ha
HOMO level   -0.371 hartree

CARTESIAN COORDINATES (ANGSTROEM)
C (8.440, -0.185, 15.964)
C (9.881, -0.176, 16.444)
C (9.776, -0.173, 17.981)
C (10.587, -1.488, 16.102)
C (10.733, 1.030, 15.904)
C (11.657, 1.525, 16.836)
C (12.259, 2.770, 16.694)
C (12.191, 3.378, 15.455)
C (11.677, 2.666, 14.353)
C (12.352, 3.055, 13.004)
C (11.955, 2.183, 11.832)
C (13.877, 2.910, 13.143)
C (12.057, 4.527, 12.692)
C (10.730, 1.631, 14.596)
N (9.846, 1.144, 13.552)
C (8.883, 1.788, 12.798)
B (8.541, 3.270, 12.385)
H (7.823, 3.472, 11.281)
N (8.177, 0.805, 12.132)
C (7.079, 1.038, 11.219)
C (7.301, 0.947, 9.812)
C (8.565, 0.350, 9.104)
C (8.618, 0.707, 7.612)
C (8.547, -1.175, 9.190)
C (9.841, 0.938, 9.690)
C (6.343, 1.520, 8.968)
C (5.302, 2.294, 9.453)
C (5.050, 2.302, 10.810)
C (5.842, 1.564, 11.699)
C (5.221, 1.505, 13.131)
C (5.051, 2.942, 13.643)
C (6.040, 0.735, 14.136)
C (3.836, 0.846, 13.059)
C (8.772, -0.420, 12.392)
C (9.853, -0.197, 13.154)
H (8.363, -0.457, 14.911)
H (7.880, -0.954, 16.519)
H (7.958, 0.785, 16.141)
H (10.721, -0.445, 18.465)
H (9.438, 0.798, 18.357)
H (9.035, -0.926, 18.288)
H (11.628, -1.447, 16.443)
H (10.083, -2.326, 16.602)
H (10.587, -1.694, 15.032)
H (11.892, 0.964, 17.741)
H (12.795, 3.225, 17.530)
H (12.657, 4.352, 15.319)
H (12.454, 2.547, 10.921)
H (10.884, 2.252, 11.665)
H (12.242, 1.137, 11.997)
H (14.285, 3.558, 13.928)
H (14.128, 1.870, 13.382)
H (14.353, 3.175, 12.189)
H (12.499, 5.183, 13.451)
H (12.484, 4.782, 11.712)
H (10.982, 4.720, 12.659)
H (7.884, 3.649, 13.339)
H (9.542, 3.982, 12.208)
H (8.560, 1.792, 7.468)
H (9.579, 0.373, 7.195)
H (7.826, 0.214, 7.035)
H (8.669, -1.524, 10.216)
H (7.592, -1.558, 8.808)
H (9.363, -1.592, 8.587)
H (10.096, 0.458, 10.634)
H (10.688, 0.754, 9.013)
H (9.739, 2.022, 9.830)
H (6.420, 1.409, 7.889)
H (4.677, 2.859, 8.769)
H (4.195, 2.863, 11.179)
H (4.335, 3.510, 13.039)
H (4.678, 2.925, 14.676)
H (6.009, 3.467, 13.624)
H (6.126, -0.323, 13.868)
H (7.023, 1.195, 14.210)
H (5.565, 0.804, 15.125)
H (3.926, -0.178, 12.679)
H (3.402, 0.801, 14.067)
H (3.143, 1.396, 12.411)
H (8.346, -1.347, 12.059)
H (10.644, -0.862, 13.431)
F (3.233, 2.622, 3.188)
C (3.578, 3.249, 4.358)
C (3.079, 2.737, 5.552)
C (3.389, 3.405, 6.733)
C (4.130, 4.619, 6.746)
C (4.234, 5.415, 7.941)
C (3.934, 6.796, 7.900)
C (3.965, 7.595, 9.082)
C (3.826, 8.973, 9.006)
C (3.641, 9.615, 7.765)
C (3.455, 8.847, 6.611)
C (3.534, 7.464, 6.692)
C (4.652, 5.062, 5.494)
C (4.381, 4.388, 4.309)
H (2.457, 1.843, 5.552)
H (3.000, 3.041, 7.682)
H (4.379, 4.929, 8.906)
H (4.120, 7.088, 10.036)
H (3.865, 9.568, 9.917)
H (3.623, 10.701, 7.689)
H (3.233, 9.315, 5.647)
H (3.286, 6.878, 5.807)
H (5.234, 5.984, 5.456)
H (4.749, 4.769, 3.359)

Atom charges from the Löwdin analysis, given in e for atoms 1 to 4: -0.063 -0.524 -0.077 -0.042



If we sort the structures by their calculated energies, the order from most to least stable is entry A, entry B.